(1)
11
Properties=species:S:1:pos:R:3:forces:R:3:lowdin_charge:R:1 method="wB97M-V/def2-TZVPD" smiles="[H]/N=C/OCC#C" homo_energy_ev=-10.032 max_force_ev_per_a=1.438 de_lowest_ev=3.520 e_tot_ev=-7763.007 multiplicity=1 total_charge=0
O -0.37294 0.88032 0.38174 -0.2 0.1 -0.2 -0.05
N -1.96230 -0.69272 -0.05194 -0.1 0.3 0.1 0.11
C 0.50201 0.00123 -0.31063 -0.2 -0.1 -0.4 -0.25
C 1.87086 0.50952 -0.15213 0.2 -1.1 0.9 -0.07
C 2.77307 0.12290 0.54360 0.3 0.3 -0.1 0.12
C -1.61894 0.41029 0.46562 -0.3 -0.1 -0.1 -0.32
H -2.95014 -0.86400 0.10175 0.0 0.0 0.1 0.05
H -2.23562 1.11596 1.02471 -0.1 -0.1 -0.1 0.13
H 3.33883 -0.42547 1.24941 0.8 0.3 0.1 0.04
H 0.49229 -0.96945 0.19911 -0.2 0.2 -0.3 0.12
H 0.19294 -0.16142 -1.33854 -0.2 0.2 -0.1 0.12

(2)
15
Properties=species:S:1:pos:R:3:forces:R:3:lowdin_charge:R:1 method="wB97M-V/def2-TZVPD" homo_energy_ev="-7.919 / -7.075" max_force_ev_per_a=2.763 de_lowest_ev=7.250 e_tot_ev=-9299.144 multiplicity=1 total_charge=0
O -1.57322 1.04174 -0.07691 -0.4 0.6 0.4 -0.12
N -0.34927 1.64358 0.00108 0.7 -0.6 -0.2 0.11
N 0.57508 0.78364 0.31065 0.5 0.2 0.2 -0.28
C 1.91899 0.87561 -0.23522 0.6 0.6 0.3 -0.03
C 0.28653 -0.38993 1.01495 0.1 -0.8 -2.1 -0.10
C -0.49486 -1.23813 -0.04559 1.4 1.1 2.1 -0.15
C -1.74214 -0.38757 -0.28286 1.7 0.2 0.4 -0.14
H -2.62547 -0.57347 0.27234 -0.5 -0.7 0.9 0.12
H 0.13204 -1.49091 -0.88120 0.0 0.6 -0.8 0.10
H -0.32506 -0.19582 1.84283 -1.3 0.5 1.1 0.06
H 1.89039 1.18686 -1.27206 0.0 0.3 -0.2 0.07
H -1.95363 -0.53726 -1.28232 -0.8 0.2 -2.3 0.09
H -0.61034 -2.15449 0.42340 -1.2 -1.9 0.8 0.07
H 2.54870 1.59176 0.37315 -0.6 -0.9 -0.6 0.11
H 2.32225 -0.15561 -0.16224 -0.2 0.7 0.1 0.10